ORCA calculation (ωB97M-V/def2-TZVPD) on a molecular structure, C41H41N2P2Re in a non-equilibrium geometry.

Each line ends with the Löwdin charge.
Positions of all 87 atoms, in Å:
Re  -0.40751  1.33010  -1.29917  1.217
N  1.60470  0.56603  -2.07400  -0.022
C  1.51421  0.62625  -3.52067  -0.265
C  2.43347  1.38150  -4.22494  -0.027
C  2.33968  1.47437  -5.60508  -0.065
C  1.32596  0.80086  -6.26778  -0.060
C  0.41219  0.04544  -5.54886  -0.014
C  0.48866  -0.06344  -4.16085  -0.148
C  -0.53448  -0.85568  -3.42257  -0.210
C  -0.93684  -2.08045  -3.95556  -0.035
C  -2.01147  -2.77199  -3.41905  -0.060
C  -2.70464  -2.24538  -2.33696  -0.082
C  -2.26858  -1.06696  -1.75435  -0.119
C  -1.16417  -0.36977  -2.25803  -0.259
H  2.40545  1.09133  -1.74592  0.088
H  1.71421  -0.39761  -1.76463  0.109
H  3.22712  1.90086  -3.69567  0.117
H  3.05757  2.06717  -6.15709  0.112
H  1.23935  0.87009  -7.34430  0.112
H  -0.40336  -0.44873  -6.06256  0.122
H  -0.40673  -2.48406  -4.81150  0.119
H  -2.32054  -3.71320  -3.85895  0.111
H  -3.57530  -2.75694  -1.94347  0.109
H  -2.78998  -0.67778  -0.89060  0.082
C  -2.26687  4.58757  -2.57521  -0.048
C  -2.57031  3.66434  -1.39182  -0.703
C  -3.94798  3.03199  -1.53824  -0.047
C  -2.49197  4.46667  -0.08112  -0.044
N  -1.58747  2.59704  -1.34015  -0.186
H  -2.89275  5.47941  -2.51945  0.089
H  -2.46178  4.07778  -3.52146  0.084
H  -1.21987  4.89353  -2.55593  0.081
H  -4.70704  3.81584  -1.56845  0.094
H  -4.14915  2.36898  -0.69328  0.077
H  -4.00427  2.44619  -2.45891  0.086
H  -3.18712  5.30883  -0.11239  0.090
H  -1.48013  4.85778  0.05538  0.077
H  -2.74077  3.82996  0.76991  0.069
C  1.06493  -0.96492  1.33852  -0.469
P  0.42847  0.70624  0.89819  0.875
C  -0.64996  1.19310  2.27090  -0.401
C  -0.11288  1.53322  3.51108  -0.094
C  -0.95720  1.85319  4.56450  -0.060
C  -2.33466  1.83020  4.38143  -0.060
C  -2.87220  1.48818  3.14775  -0.065
C  -2.03181  1.17722  2.08995  -0.119
C  1.88033  1.79976  1.05140  -0.394
C  3.18270  1.33173  0.87768  -0.112
C  4.25158  2.22122  0.87703  -0.068
C  4.02516  3.58099  1.04047  -0.066
C  2.72901  4.05691  1.19927  -0.059
C  1.65877  3.17324  1.19819  -0.096
P  -0.21132  -2.14208  2.07101  1.063
C  0.82952  -2.84340  3.42369  -0.376
C  1.53071  -2.00583  4.29273  -0.112
C  2.27783  -2.52894  5.33973  -0.079
C  2.30812  -3.89843  5.55570  -0.081
C  1.56130  -4.73637  4.73964  -0.071
C  0.82518  -4.21474  3.68311  -0.088
C  -0.16082  -3.52926  0.87293  -0.423
C  -1.35870  -4.19208  0.62357  -0.119
C  -1.38382  -5.33255  -0.17470  -0.078
C  -0.21223  -5.80268  -0.74730  -0.075
C  0.99081  -5.14268  -0.51174  -0.073
C  1.01722  -4.02089  0.30383  -0.105
H  1.82506  -0.77927  2.09567  0.035
H  1.53307  -1.43920  0.47785  0.027
H  0.96343  1.55462  3.65283  0.110
H  -0.54207  2.13127  5.52602  0.112
H  -2.99260  2.08095  5.20580  0.112
H  -3.94702  1.47267  3.00997  0.112
H  -2.42898  0.92111  1.11823  0.071
H  3.37258  0.26951  0.76235  0.100
H  5.26193  1.85145  0.75073  0.112
H  4.86005  4.27204  1.04431  0.113
H  2.55212  5.11873  1.32136  0.114
H  0.64540  3.54132  1.32228  0.103
H  1.48733  -0.92789  4.17045  0.083
H  2.83116  -1.86414  5.99128  0.106
H  2.90734  -4.30967  6.35871  0.107
H  1.55084  -5.80307  4.92413  0.108
H  0.25295  -4.88588  3.05396  0.103
H  -2.27336  -3.82289  1.07666  0.099
H  -2.31840  -5.85053  -0.35425  0.108
H  -0.23030  -6.69360  -1.36570  0.108
H  1.91103  -5.51961  -0.94387  0.107
H  1.97092  -3.55621  0.53633  0.105

Calculated values
Total charge ... +1
HOMO-LUMO gap (alpha / beta) ... 6.6 / 6.8 eV
⟨S²⟩ ... 0.79
Multiplicity ... 2

ORCA calculation (ωB97M-V/def2-TZVPD) on a molecular structure, H24O16SZn2 in a non-equilibrium geometry.

Each line ends with the Löwdin charge.
Positions of all 43 atoms, in Å:
Zn  -1.83357  1.81392  -3.11866  1.377
Zn  4.36840  0.08116  0.75644  1.335
S  -0.18623  0.12139  -0.34360  0.148
O  -0.68398  -1.00128  0.38836  -0.234
O  1.21623  0.35384  -0.05867  -0.289
O  -0.28032  -0.10489  -1.79160  -0.322
O  -1.00323  1.29498  -0.26812  -0.318
O  -0.38335  0.55730  4.43833  -0.047
H  -0.38852  -0.36858  4.19552  0.026
H  -0.38496  0.55439  5.39552  0.040
O  -4.18569  -3.42172  0.23359  -0.041
H  -4.79977  -2.72136  0.01306  0.025
H  -3.33501  -2.98638  0.28897  0.014
O  1.59797  -3.44190  -2.60210  -0.039
H  1.64572  -3.27029  -1.66162  0.024
H  1.19977  -2.65307  -2.97008  0.018
O  0.55480  3.60619  -3.62692  -0.055
H  1.47897  3.53525  -3.86591  0.056
H  0.36155  4.54151  -3.69066  0.052
O  0.03019  4.62387  2.86060  -0.048
H  0.11525  3.88289  2.26065  0.015
H  -0.32028  4.24206  3.66536  0.032
O  -0.48836  -3.69433  3.31914  -0.052
H  -0.82588  -4.57061  3.13356  0.041
H  -0.75823  -3.16875  2.56603  0.012
O  -3.59439  1.39020  2.55818  -0.044
H  -2.86981  1.17201  3.14436  0.014
H  -3.18337  1.50668  1.70160  0.007
O  -4.40290  0.20296  -2.86745  -0.052
H  -5.05120  0.20163  -2.16322  0.056
H  -4.80807  -0.30874  -3.56761  0.056
O  3.65504  -2.45002  2.12020  -0.060
H  2.85628  -2.72871  2.56802  0.056
H  4.35207  -2.95958  2.53339  0.058
O  3.97017  1.45497  3.44689  -0.069
H  3.51786  1.03560  4.17886  0.053
H  4.13310  2.34945  3.74622  0.058
O  -1.90454  1.38682  -6.08479  -0.055
H  -1.95247  0.55787  -6.56099  0.059
H  -1.57244  2.01383  -6.72729  0.056
O  4.72080  -0.75483  -2.14349  -0.070
H  3.95470  -0.95781  -2.68027  0.046
H  5.46757  -0.91794  -2.71965  0.060

Calculated values
Total charge ... +2
HOMO-LUMO gap ... 3.3 eV
Multiplicity ... 1

ORCA calculation (ωB97M-V/def2-TZVPD) on a single C4H4O2 molecule in a non-equilibrium geometry.

Each line ends with the Löwdin charge.
Positions of all 10 atoms, in Å:
O  -1.39839  0.29649  -1.79889  0.134
C  -0.57724  0.18093  -0.94027  -0.345
C  0.41474  -0.92784  -0.56313  -0.020
C  -0.35451  0.00842  1.36200  0.030
O  0.99677  0.02066  0.45898  -0.090
C  -0.13619  0.98447  0.25735  -0.171
H  1.23375  -1.15782  -1.22953  0.127
H  -0.07388  -1.83966  -0.17860  0.136
H  -0.04860  0.43946  2.31198  0.044
H  0.02575  2.06559  0.32453  0.154

Calculated values
Total charge ... 0
HOMO-LUMO gap ... 9.3 eV
Multiplicity ... 1

| no. | electronic energy (eV) |
| --- | --- |
| 1 | -66864.640 |
| 2 | -140795.596 |
| 3 | -8301.967 |